[1]
{"formula": "C13H45F3N18O12Ti", "method": "wB97M-V/def2-TZVPD", "elements": ["O", "H", "H", "H", "Ti", "C", "O", "O", "C", "F", "F", "F", "C", "C", "H", "H", "H", "H", "H", "H", "C", "O", "N", "N", "H", "H", "H", "H", "C", "O", "N", "N", "H", "H", "H", "H", "C", "O", "N", "N", "H", "H", "H", "H", "C", "O", "N", "N", "H", "H", "H", "H", "C", "O", "N", "N", "H", "H", "H", "H", "C", "O", "N", "N", "H", "H", "H", "H", "C", "O", "N", "N", "H", "H", "H", "H", "C", "O", "N", "N", "H", "H", "H", "H", "C", "O", "N", "N", "H", "H", "H", "H"], "xyz": [[-18.79, 17.05, -1.66], [-18.58, 16.26, -2.18], [-18.09, 17.39, -1.07], [-19.39, 17.74, -2.06], [-19.42, 20.91, -1.24], [-21.57, 19.51, -3.10], [-22.32, 19.75, -1.92], [-20.37, 18.99, -2.67], [-22.34, 18.85, -4.26], [-23.55, 19.43, -4.50], [-21.71, 18.88, -5.42], [-22.57, 17.55, -4.00], [-23.41, 20.68, -2.01], [-23.76, 21.29, -0.64], [-24.69, 21.83, -0.76], [-24.01, 20.52, 0.10], [-22.94, 21.91, -0.26], [-24.33, 20.14, -2.26], [-23.33, 21.54, -2.67], [-21.38, 20.54, -3.44], [-25.41, 17.41, -7.14], [-26.23, 16.81, -7.82], [-25.35, 17.50, -5.78], [-24.40, 18.11, -7.75], [-26.11, 17.11, -5.26], [-24.65, 18.06, -5.31], [-23.72, 18.63, -7.24], [-24.40, 18.10, -8.75], [-27.31, 21.08, -0.76], [-26.91, 20.93, -1.91], [-28.01, 20.17, -0.02], [-27.36, 22.27, -0.10], [-28.37, 19.40, -0.55], [-28.33, 20.27, 0.92], [-27.17, 23.11, -0.63], [-27.66, 22.28, 0.85], [-17.74, 19.18, -6.15], [-18.50, 19.51, -7.06], [-16.39, 19.01, -6.33], [-18.20, 19.06, -4.91], [-16.01, 19.29, -7.21], [-15.88, 18.99, -5.47], [-17.70, 18.66, -4.14], [-19.16, 19.36, -4.83], [-20.03, 23.32, -5.89], [-19.37, 22.61, -6.64], [-19.96, 23.18, -4.54], [-20.73, 24.39, -6.33], [-20.66, 23.42, -3.86], [-19.34, 22.46, -4.18], [-20.56, 24.66, -7.28], [-21.29, 24.82, -5.61], [-25.16, 23.68, -4.81], [-25.10, 24.90, -4.72], [-26.32, 22.97, -4.84], [-24.07, 22.95, -5.16], [-27.13, 23.55, -4.73], [-26.37, 21.97, -4.82], [-23.15, 23.33, -5.20], [-24.20, 22.01, -5.49], [-24.07, 17.94, 0.61], [-24.57, 18.23, 1.70], [-22.73, 17.84, 0.46], [-24.74, 17.78, -0.55], [-22.53, 18.14, -0.49], [-22.06, 18.04, 1.18], [-24.27, 17.53, -1.40], [-25.74, 17.83, -0.49], [-24.63, 21.24, 3.94], [-24.50, 22.13, 4.80], [-23.66, 20.65, 3.19], [-25.80, 20.58, 3.80], [-22.74, 21.05, 3.11], [-23.97, 19.90, 2.60], [-26.60, 21.06, 4.18], [-25.89, 19.98, 2.99], [-20.56, 24.08, 0.09], [-20.35, 22.99, -0.49], [-19.57, 24.79, 0.64], [-21.82, 24.44, 0.39], [-19.61, 25.75, 0.95], [-18.68, 24.34, 0.77], [-22.04, 25.33, 0.79], [-22.61, 23.93, 0.05], [-21.43, 20.49, -8.76], [-22.10, 19.77, -9.50], [-21.75, 20.76, -7.47], [-20.27, 21.07, -9.12], [-21.23, 21.50, -7.04], [-22.42, 20.20, -6.99], [-20.17, 21.14, -10.12], [-19.53, 21.31, -8.48]], "relative_energy_kj_mol": 0.0, "gap_ha": [0.233, 0.225], "total_charge": 1, "spin_multiplicity": 4}


[2]
{"formula": "C13H47F2N19O10V", "method": "wB97M-V/def2-TZVPD", "elements": ["V", "F", "F", "C", "C", "C", "O", "C", "N", "H", "H", "H", "H", "H", "H", "H", "H", "H", "H", "H", "C", "O", "N", "N", "H", "H", "H", "H", "C", "O", "N", "N", "H", "H", "H", "H", "C", "O", "N", "N", "H", "H", "H", "H", "C", "O", "N", "N", "H", "H", "H", "H", "C", "O", "N", "N", "H", "H", "H", "H", "C", "O", "N", "N", "H", "H", "H", "H", "C", "O", "N", "N", "H", "H", "H", "H", "C", "O", "N", "N", "H", "H", "H", "H", "C", "O", "N", "N", "H", "H", "H", "H"], "xyz": [[0.05, 0.35, -0.26], [-1.96, 0.75, -0.04], [2.01, -0.35, -0.44], [-5.64, -0.73, 2.35], [-4.22, -0.26, 2.77], [-3.23, -1.38, 2.38], [-2.25, -1.89, 3.28], [-2.94, -2.38, 4.45], [-4.02, 0.98, 2.05], [-5.54, -0.81, 1.27], [-6.35, 0.03, 2.69], [-6.02, -1.68, 2.70], [-4.35, -0.01, 3.82], [-2.59, -1.05, 1.56], [-3.61, -2.26, 1.86], [-3.88, -2.90, 4.30], [-3.23, -1.64, 5.19], [-2.32, -2.98, 5.13], [-3.39, 0.79, 1.28], [-4.89, 1.18, 1.59], [-0.14, -2.81, 0.77], [-0.33, -1.65, 0.43], [-0.59, -3.44, 1.78], [0.65, -3.66, 0.19], [-1.17, -2.87, 2.39], [0.00, -4.18, 2.12], [0.69, -4.57, 0.63], [1.15, -3.51, -0.67], [-0.15, 2.25, -2.88], [0.10, 1.50, -1.97], [0.69, 2.90, -3.60], [-1.33, 2.51, -3.21], [1.64, 2.80, -3.26], [0.45, 3.54, -4.34], [-2.11, 2.21, -2.65], [-1.61, 3.30, -3.77], [-4.80, 2.88, -1.45], [-5.42, 3.82, -1.68], [-3.90, 2.91, -0.56], [-4.85, 1.72, -2.04], [-3.22, 2.19, -0.38], [-3.74, 3.84, -0.20], [-4.19, 1.00, -1.80], [-5.68, 1.66, -2.62], [4.39, 2.49, -2.02], [3.28, 2.57, -2.52], [4.74, 1.37, -1.46], [5.16, 3.48, -1.81], [4.13, 0.57, -1.41], [5.55, 1.41, -0.85], [6.03, 3.16, -1.42], [4.83, 4.43, -1.89], [-0.78, -1.53, -2.96], [-0.36, -0.90, -2.02], [-1.61, -2.49, -2.96], [-0.24, -1.37, -4.14], [-2.38, -2.65, -2.33], [-1.54, -3.28, -3.59], [-0.25, -2.20, -4.72], [0.52, -0.72, -4.31], [3.16, -3.31, -2.80], [3.53, -4.13, -1.97], [3.25, -3.39, -4.10], [2.70, -2.13, -2.51], [3.12, -2.55, -4.65], [3.72, -4.19, -4.51], [2.51, -1.69, -3.40], [2.37, -1.76, -1.64], [1.50, 3.13, 0.95], [0.75, 2.34, 0.40], [2.59, 3.55, 0.41], [1.25, 3.74, 2.03], [2.92, 3.06, -0.41], [3.21, 4.05, 1.02], [0.66, 3.37, 2.77], [1.90, 4.43, 2.36], [4.75, -1.67, 1.47], [5.45, -1.85, 2.39], [4.35, -0.56, 0.95], [4.21, -2.63, 0.75], [4.51, 0.25, 1.53], [3.50, -0.59, 0.41], [4.64, -3.55, 0.81], [3.71, -2.41, -0.10], [0.05, 0.58, 3.10], [0.15, 0.38, 1.88], [1.11, 0.61, 3.87], [-1.04, 0.89, 3.78], [2.03, 0.73, 3.47], [1.15, 0.79, 4.86], [-1.93, 1.13, 3.36], [-1.03, 0.92, 4.79]], "gap_ha": [0.318, 0.336], "total_charge": 1, "spin_multiplicity": 3}


[3]
{"formula": "C13H48BBrN20O10", "method": "wB97M-V/def2-TZVPD", "elements": ["B", "C", "Br", "C", "C", "H", "H", "H", "H", "H", "H", "H", "H", "N", "C", "N", "O", "H", "H", "H", "H", "N", "C", "N", "O", "H", "H", "H", "H", "N", "C", "N", "O", "H", "H", "H", "H", "N", "C", "N", "O", "H", "H", "H", "H", "N", "C", "N", "O", "H", "H", "H", "H", "N", "C", "N", "O", "H", "H", "H", "H", "N", "C", "N", "O", "H", "H", "H", "H", "N", "C", "N", "O", "H", "H", "H", "H", "N", "C", "N", "O", "H", "H", "H", "H", "N", "C", "N", "O", "H", "H", "H", "H"], "xyz": [[0.91, 4.89, 0.32], [0.87, 5.50, -1.13], [-0.99, 5.87, -1.68], [1.51, 4.61, -2.20], [1.05, 3.15, -2.19], [-0.10, 4.50, 0.81], [1.91, 4.83, 0.96], [1.42, 6.44, -1.12], [1.23, 5.04, -3.16], [2.60, 4.68, -2.16], [0.76, 2.87, -3.20], [0.19, 2.96, -1.56], [1.86, 2.48, -1.92], [0.50, -0.58, -0.96], [0.66, 0.03, 0.25], [0.31, -0.71, 1.34], [1.09, 1.18, 0.35], [0.16, -1.51, -1.07], [0.75, -0.05, -1.78], [0.41, -0.28, 2.24], [-0.05, -1.64, 1.28], [6.01, 3.06, 0.26], [4.81, 3.06, -0.40], [3.76, 2.50, 0.27], [4.69, 3.54, -1.52], [6.13, 2.68, 1.18], [6.79, 3.47, -0.21], [2.87, 2.47, -0.20], [3.82, 2.11, 1.19], [-2.33, 3.33, -4.71], [-3.22, 2.42, -4.22], [-3.64, 2.66, -2.94], [-3.60, 1.46, -4.87], [-1.98, 4.08, -4.16], [-1.99, 3.20, -5.65], [-4.30, 2.01, -2.55], [-3.33, 3.44, -2.39], [3.60, -4.52, 2.72], [2.98, -3.57, 1.97], [3.36, -2.28, 2.20], [2.12, -3.85, 1.14], [4.31, -4.32, 3.40], [3.34, -5.48, 2.57], [2.91, -1.57, 1.65], [4.05, -2.02, 2.87], [-2.17, -0.94, -3.67], [-1.93, -2.16, -3.11], [-3.04, -2.86, -2.72], [-0.80, -2.60, -2.96], [-3.09, -0.55, -3.81], [-1.38, -0.41, -3.98], [-2.89, -3.76, -2.30], [-3.97, -2.52, -2.83], [-1.50, 2.87, 3.75], [-1.47, 1.52, 3.96], [-2.68, 0.94, 4.24], [-0.44, 0.88, 3.91], [-2.33, 3.42, 3.78], [-0.63, 3.32, 3.53], [-2.70, -0.05, 4.38], [-3.54, 1.45, 4.27], [1.30, -6.86, -1.31], [2.64, -6.77, -1.58], [3.29, -5.77, -0.92], [3.20, -7.53, -2.36], [0.83, -6.24, -0.69], [0.78, -7.57, -1.78], [4.27, -5.67, -1.10], [2.83, -5.14, -0.28], [-3.69, 0.34, 7.26], [-4.37, -0.84, 7.13], [-4.94, -1.32, 8.27], [-4.45, -1.42, 6.06], [-3.59, 0.85, 8.11], [-3.27, 0.68, 6.41], [-5.45, -2.19, 8.20], [-4.89, -0.87, 9.16], [-2.65, 7.71, 1.74], [-2.39, 8.97, 1.25], [-1.98, 9.00, -0.05], [-2.50, 9.97, 1.93], [-2.56, 6.88, 1.19], [-2.95, 7.65, 2.69], [-1.77, 9.90, -0.45], [-1.89, 8.17, -0.61], [1.56, -11.39, -4.04], [0.93, -10.44, -4.80], [1.37, -9.17, -4.61], [0.03, -10.72, -5.57], [2.31, -11.18, -3.40], [1.26, -12.34, -4.15], [0.93, -8.44, -5.15], [2.11, -8.92, -3.97]], "gap_ha": 0.338, "spin_multiplicity": 1}